ORCA calculation (ωB97M-V/def2-TZVPD) on C3H3FGdO3 as an isolated structure at a distorted geometry.

Structure (XYZ):
```
11
Properties=species:S:1:pos:R:3:forces:R:3:lowdin_charge:R:1
C -2.1205 0.5746 -0.3914 0.6 1.3 3.2 0.167
C -2.2327 -0.8898 -0.1508 0.9 -0.6 -0.4 -0.019
O -1.0385 -1.3523 0.5284 0.2 -0.9 -1.2 0.115
C 0.0866 -0.9447 -0.0472 -0.2 4.3 4.0 -0.607
O 1.1911 -1.1213 0.5616 -0.6 -1.0 -2.0 -0.151
O -0.0311 0.2023 -0.7242 -0.9 -1.3 -0.7 -0.201
Gd 2.3902 0.5672 -0.4197 -0.3 -0.3 0.2 1.971
F -2.1134 1.3331 0.7253 0.3 -1.8 -3.2 0.182
H -2.4230 1.0874 -1.3040 0.3 0.2 0.0 0.185
H -2.2940 -1.4037 -1.1180 -0.4 0.1 0.3 0.172
H -3.0609 -1.1286 0.5242 -0.1 0.1 -0.2 0.187
```
Forces are in eV/Å.

Its total charge is +2. As for the expectation value of S²: 20.02. Its spin multiplicity is 9. The total energy is -32834.885 eV.